Entry from OMol25: a structure of composition C24H27BrCaCl2FKN6NaO11 (wB97M-V/def2-TZVPD).

Geometry as XYZ:
```
75
Properties=species:S:1:pos:R:3:forces:R:3:mulliken_charge:R:1
C -2.68124 -3.42224 2.01777 -0.72 0.83 -0.61 0.414
C -2.84199 -2.39616 1.35993 -0.05 0.48 1.91 -0.532
N -3.21931 -1.00888 1.17170 1.43 -4.12 -0.14 0.139
N -2.39524 -0.03630 0.84743 -3.22 1.01 0.28 -0.125
N -3.14501 1.07674 0.82047 -1.66 -1.66 0.83 -0.433
C -4.49475 0.73475 1.14401 2.27 -1.94 0.34 -0.137
N -4.51060 -0.67779 1.35469 0.30 4.16 0.06 0.321
C -5.56311 -1.65965 1.72965 -0.46 -1.20 -0.52 -0.685
C -7.02682 -1.06076 1.91567 0.66 -1.17 1.47 1.393
C -8.06718 -2.27485 1.74729 0.38 1.38 -0.77 -1.412
C -7.13564 -0.51677 3.41591 -0.20 0.24 -0.40 -1.215
H -2.68242 -4.38788 2.61113 0.22 1.51 -1.31 0.289
H -5.38369 1.41391 1.23976 1.57 -0.74 0.51 0.476
H -5.57876 -2.44994 0.90588 0.13 1.09 0.96 0.274
H -5.22048 -2.18778 2.67251 -0.34 0.63 -1.07 0.233
H -7.19711 -0.26040 1.13303 -0.07 -1.03 0.92 -0.188
H -7.89094 -2.79758 0.76128 -0.34 0.36 1.20 0.395
H -9.10750 -1.80956 1.74903 1.16 -0.84 0.12 0.489
H -7.99232 -3.03157 2.57934 0.91 2.08 -4.21 0.100
H -6.42423 -1.05687 4.12965 -0.80 0.76 -0.97 0.258
H -8.18587 -0.71399 3.80543 1.11 0.63 -0.38 0.361
H -6.92362 0.60388 3.42981 -0.33 -1.49 0.26 0.274
Cl 1.18004 1.59486 3.16780 0.11 0.04 0.14 -0.254
C 1.73783 1.67186 1.53184 -0.09 -0.04 -0.23 -0.023
C 3.00792 2.13287 1.20193 -0.07 -0.05 -0.28 0.816
Cl 4.14191 2.65586 2.40126 -0.54 -0.33 0.48 -0.292
C 3.40183 2.18171 -0.13245 -0.20 -0.15 -0.13 -0.716
C 2.53291 1.76901 -1.13440 0.21 0.03 0.06 -0.568
C 1.26664 1.30402 -0.80423 -0.05 -0.03 0.20 -0.780
C 0.87013 1.25621 0.52602 0.10 0.03 -0.25 -0.097
H 4.39011 2.54223 -0.39791 -0.06 0.06 0.15 0.541
H 2.84254 1.80961 -2.17234 -0.11 0.02 0.07 0.317
H 0.58877 0.97922 -1.58450 0.12 0.07 0.03 0.441
H -0.12044 0.89310 0.77528 0.19 0.09 0.11 0.592
Br -6.43153 1.00401 -0.50854 -1.00 0.33 -1.85 -0.622
Ca -8.39060 -3.64414 4.11335 -0.64 -1.85 3.20 0.192
C 1.84971 1.44453 -4.99126 0.51 0.50 0.66 0.704
O 1.40510 1.04383 -6.07696 -0.01 -0.17 -0.41 -0.681
O 2.83923 2.21480 -4.85449 0.54 0.31 -0.32 -0.476
O 1.37712 1.13848 -3.85744 -0.74 -0.60 0.32 -0.548
K -0.25047 -0.36356 -6.99506 -0.36 0.20 -0.59 1.044
N -1.16107 2.85457 -10.55409 -0.03 0.51 -0.14 0.929
O -2.23861 3.44205 -10.34587 -0.10 -0.10 0.08 -0.632
O -0.99792 1.68347 -10.13905 0.09 -0.62 0.35 -0.665
O -0.24756 3.42604 -11.17332 0.06 -0.12 -0.01 -0.618
O -3.09715 -7.93572 1.43016 -0.09 0.49 0.15 -0.721
C -3.62504 -6.84249 1.95815 0.63 -0.61 -0.56 -0.230
C -5.18439 -7.08180 2.24615 0.45 0.31 0.94 -0.099
O -5.73270 -5.96516 2.76756 -1.46 0.04 -0.41 -0.686
H -3.57891 -5.91635 1.34785 -0.33 -0.11 -0.54 0.061
H -3.20112 -6.49430 2.92541 -0.12 -0.38 0.46 0.132
H -5.23204 -7.99853 2.86426 0.18 0.14 0.33 0.386
H -5.60666 -7.44321 1.28529 0.93 0.04 -0.76 -0.017
C 6.59954 0.13659 -1.85860 -0.29 0.55 -0.69 -0.363
C 6.15410 -0.50389 -0.58066 -0.40 -0.60 0.00 0.561
O 7.35406 -1.02138 -0.04138 0.10 0.70 -0.18 -0.343
C 8.34349 -0.19866 -0.49706 1.12 0.07 0.17 0.667
O 9.44307 -0.15888 -0.04256 -0.52 -0.07 -0.24 -0.522
O 7.91370 0.57772 -1.53207 0.04 -0.37 0.57 -0.331
F 5.31020 -1.53571 -0.82216 -0.12 -0.03 0.16 -0.310
H 6.64945 -0.57172 -2.68940 -0.10 -0.12 0.19 0.289
H 5.96442 0.97368 -2.14973 0.21 0.05 0.03 0.233
H 5.69875 0.18729 0.13443 -0.12 -0.15 0.00 0.165
Na -7.40413 -7.17763 1.41420 -0.51 0.62 0.53 0.785
N 8.88782 4.66864 0.31981 -0.39 0.17 0.22 -0.526
C 7.85436 3.88254 0.64916 0.39 0.22 -0.14 -0.412
C 6.69708 4.34329 1.25934 0.05 -0.01 -0.05 0.647
C 6.60442 5.69565 1.54949 -0.07 0.06 0.04 -0.425
C 7.66129 6.53036 1.22038 -0.06 -0.06 0.03 -0.364
C 8.77224 5.97066 0.60922 0.16 -0.39 -0.15 -0.244
H 7.97686 2.83203 0.40438 -0.02 0.01 0.01 0.448
H 5.88789 3.66160 1.50225 0.51 0.34 -0.21 -0.185
H 5.71665 6.09531 2.02736 0.03 -0.03 -0.03 0.395
H 7.62384 7.59144 1.43249 0.03 -0.03 -0.03 0.363
H 9.62311 6.58361 0.32929 -0.05 0.04 0.03 0.357
```
Positions in Å, forces in eV/Å.

electronic energy: -193755.129 eV
net charge: -1
LUMO level: -3.07 eV

***

Entry from OMol25: a cluster of 2 separate species, C2H10N4O in total (wB97M-V/def2-TZVPD).

Geometry as XYZ:
```
17
Properties=species:S:1:pos:R:3:forces:R:3:mulliken_charge:R:1
C -2.84759 -0.43767 -0.52482 1.18 -1.63 -0.84 0.191
C 3.19851 1.18461 0.00156 4.74 1.13 0.09 -0.573
N -1.88927 -1.02084 0.16222 -0.55 1.24 0.09 0.178
N 1.06777 1.20988 1.00388 0.18 -0.63 0.21 -0.419
N -1.10506 -2.01224 -0.42223 2.35 1.62 1.63 -0.555
N 2.08503 0.65683 0.57573 -3.70 -0.50 2.17 0.365
O -3.47263 0.61537 -0.07155 0.82 -1.01 0.07 -0.377
H -2.93717 -0.92600 -1.55078 -0.86 1.02 1.26 0.328
H 4.12549 0.76980 0.59027 -1.54 0.81 -0.92 0.308
H 3.30346 0.72335 -0.97176 0.09 0.14 -0.55 0.322
H 3.23711 2.30044 -0.00306 -0.25 -0.98 -0.11 0.337
H -1.52846 -0.49184 0.98999 -0.33 -1.12 -0.61 0.308
H 1.06237 2.24249 0.98254 0.53 -0.08 -0.48 0.320
H -0.52554 -2.65035 0.10880 -0.56 0.61 1.10 0.283
H -1.47785 -2.52306 -1.13515 -1.98 -1.13 -2.36 0.227
H 2.04337 -0.36288 0.74270 0.24 0.23 -0.44 0.343
H -4.33956 0.72211 -0.47834 -0.37 0.27 -0.32 0.413
```
Positions in Å, forces in eV/Å.

energy relative to the best compared isomer or geometry (same formula, charge and spin): 114.10 kJ/mol
electronic energy: -10223.400 eV
net charge: +2
LUMO level: -9.53 eV

***

Entry from OMol25: an isolated molecule of C5H5N5S (wB97M-V/def2-TZVPD).

Geometry as XYZ:
```
16
Properties=species:S:1:pos:R:3:forces:R:3:mulliken_charge:R:1
C 0.16499 1.67479 -1.47049 0.36 -0.09 1.61 -0.109
C 0.63513 1.52379 -0.08307 0.23 0.20 1.08 0.429
C 0.12877 0.72968 0.98819 -0.38 -0.22 0.88 -0.039
C -0.44275 -1.66391 -1.69566 0.35 -2.11 -0.45 0.001
C -1.29018 -3.33524 0.18977 0.42 1.43 1.84 -0.485
N -0.35444 0.68701 -2.10012 -0.11 1.48 -1.90 -0.762
N 1.59075 2.29317 0.42646 0.60 0.53 0.83 -0.602
N 0.77056 1.06148 2.11470 0.41 0.26 -0.57 -0.577
N -0.51281 -0.48777 -1.70876 -0.14 2.26 0.59 0.450
N 1.66854 1.99901 1.74294 -4.52 -3.11 -4.65 0.250
S -1.75062 -2.76234 -1.29984 -0.34 -1.48 0.13 0.026
H 0.15460 2.68965 -1.88331 0.04 -0.72 -0.23 0.361
H -0.87493 -2.44383 0.82979 -0.64 -2.42 -0.75 0.144
H -0.71477 -0.01232 1.03278 1.21 1.00 -0.14 0.404
H -1.42960 -4.37606 0.57639 0.14 1.29 -0.60 0.328
H 2.25678 2.42290 2.34023 2.38 1.69 2.35 0.182
```
Positions in Å, forces in eV/Å.

energy relative to the best compared isomer or geometry (same formula, charge and spin): 585.37 kJ/mol
electronic energy: -23544.984 eV
net charge: 0
LUMO level (alpha / beta): -0.83 / -0.46 eV

***

Entry from OMol25: an isolated molecule of C6H11NS (wB97M-V/def2-TZVPD).

Geometry as XYZ:
```
19
Properties=species:S:1:pos:R:3:forces:R:3:mulliken_charge:R:1
C 1.71393 -1.08022 -0.54978 -0.93 -1.88 2.37 -1.939
C 0.31751 -0.52552 -0.43937 -1.65 -0.42 -1.09 0.406
C -0.61743 -1.41655 0.43977 0.68 0.90 -0.45 -0.943
C 0.30625 0.91431 0.03163 -1.09 1.44 -1.83 0.598
C -1.02527 1.60704 -0.24046 -0.47 0.02 0.55 -0.890
C -2.06729 2.19520 -0.45180 0.52 0.60 0.21 -0.116
H 2.29843 -0.46687 -1.14081 1.48 1.20 -1.09 0.476
H 2.17650 -1.34406 0.42070 -0.02 0.76 -0.20 0.371
H 1.63166 -2.05705 -0.98149 0.05 -0.54 -0.75 0.463
H -0.02465 -0.54920 -1.52072 -0.16 0.21 1.16 0.281
H -0.47341 -2.42499 0.17496 0.59 -1.27 -0.32 0.453
H -0.28443 -1.28632 1.46668 -0.30 0.06 0.16 0.402
H -2.48458 -0.68173 -0.88507 0.06 -0.11 0.17 0.083
H 0.92749 1.50929 -0.68411 0.18 -0.48 0.48 0.290
H 0.42557 1.89428 1.79980 0.20 -0.43 -0.06 0.292
H 1.78042 1.05082 1.39148 -0.62 -0.06 0.19 0.250
H -2.92914 2.88021 -0.57701 1.09 -1.16 0.06 0.409
N 0.75287 1.00903 1.40288 0.44 0.83 0.43 -0.652
S -2.42443 -1.22769 0.34272 -0.06 0.31 0.00 -0.233
```
Positions in Å, forces in eV/Å.

structure (SMILES): C#C[C@@H](N)[C@@H](C)CS
energy relative to the best compared isomer or geometry (same formula, charge and spin): 217.77 kJ/mol
electronic energy: -18723.237 eV
net charge: 0
LUMO level: 0.83 eV

***

Entry from OMol25: a structure of composition C50H45Cl2N8O3S3V (wB97M-V/def2-TZVPD).

Geometry as XYZ:
```
112
Properties=species:S:1:pos:R:3:forces:R:3:mulliken_charge:R:1
V -1.08293 0.97234 0.03618 -0.98 -1.83 2.28 -1.157
Cl 1.86825 1.69150 -5.94148 0.12 -0.19 -0.30 -0.263
C 1.14970 2.00272 -4.40171 -0.01 0.20 0.30 -0.296
C 0.41815 1.00461 -3.78330 0.11 0.08 0.06 -0.687
C -0.19941 1.22925 -2.55116 0.24 0.64 -0.76 -0.052
N -0.92237 0.28563 -1.82569 0.01 -0.50 -0.92 1.431
C -1.38079 -0.77995 -2.49576 -0.20 0.09 -0.33 -0.847
O -1.44492 -0.90045 -3.72929 0.09 -0.09 0.12 -0.795
C -1.88461 -1.98938 -1.75039 -0.31 -0.59 0.02 0.810
C -1.77020 -3.21272 -2.42642 0.03 0.14 0.01 -0.889
C -2.40532 -4.32640 -1.91891 0.04 0.04 0.15 -1.076
C -3.14670 -4.19258 -0.75338 0.02 0.06 -0.11 -0.936
C -3.16023 -2.95528 -0.13685 -0.16 -0.16 -0.10 -0.562
N -2.53868 -1.88486 -0.60349 0.34 -0.15 -0.47 1.962
C -0.03647 2.49816 -1.94486 0.48 0.01 -1.51 -0.449
C 0.72527 3.48463 -2.56933 0.02 -0.14 0.08 -0.985
C 1.30593 3.24094 -3.79811 -0.11 -0.31 -0.02 -0.008
Cl 2.19879 4.49636 -4.57361 0.22 0.33 -0.09 -0.261
N -0.61985 2.64180 -0.71165 0.91 2.14 -0.17 0.961
C -0.72063 3.84017 -0.11575 -0.31 0.33 -0.41 -0.365
O -0.62841 4.96169 -0.61089 0.21 -0.06 0.26 -0.807
C -1.04925 3.68305 1.32674 -0.15 0.22 0.61 0.230
C -1.12839 4.80975 2.14248 0.09 -0.02 -0.11 -0.371
C -1.49548 4.66534 3.46372 0.00 -0.43 -0.09 -1.156
C -1.79075 3.38014 3.90556 -0.05 0.25 -0.09 -0.778
C -1.67240 2.31770 3.02630 -0.10 -0.32 0.21 -0.454
N -1.29030 2.43843 1.75184 0.19 0.85 0.21 1.592
H 0.33654 0.05013 -4.27527 -0.07 0.10 0.00 0.637
H -1.22583 -3.24537 -3.35696 0.00 0.00 -0.07 0.600
H -2.34411 -5.27883 -2.42499 0.02 -0.08 -0.08 0.409
H -3.70059 -5.02037 -0.34008 -0.05 -0.11 0.09 0.457
H -3.72604 -2.80576 0.77227 -0.06 0.02 0.23 0.026
H 0.86762 4.43667 -2.08488 -0.08 0.04 -0.12 0.635
H -0.92204 5.77242 1.70152 0.05 0.04 -0.10 0.586
H -1.56412 5.51421 4.12868 -0.01 0.06 0.02 0.432
H -2.12080 3.20748 4.91970 0.03 -0.11 0.04 0.483
H -1.90333 1.31817 3.37388 0.03 -0.07 -0.18 0.374
C -4.67700 -0.56741 -1.92815 0.12 -0.01 0.05 -1.601
C -4.64020 0.89324 -1.59908 -0.12 0.11 0.04 1.275
C -5.37057 1.69647 -2.46478 0.03 0.11 -0.04 -0.646
C -5.53237 3.04755 -2.24947 -0.07 0.03 0.08 -1.117
C -5.07097 3.57034 -1.06030 0.04 -0.06 -0.12 -0.862
C -4.35134 2.79278 -0.16080 -0.02 -0.12 0.02 1.188
C -4.11058 3.41697 1.18489 0.03 -0.11 0.07 -1.621
C -3.99237 1.46123 -0.47743 -0.55 0.33 -0.39 -1.388
N -3.00561 0.76866 0.26345 -0.05 0.93 -1.19 1.755
C -3.24912 0.03324 1.34012 0.53 -1.70 2.23 1.298
C -4.63777 -0.06730 1.91827 0.35 -0.01 -0.07 -2.617
C -2.15847 -0.64949 1.93444 -3.19 0.23 0.49 0.661
C -2.39808 -1.49120 3.16675 0.12 0.30 -0.23 -1.997
N -0.94084 -0.47385 1.41148 2.12 -0.05 -0.66 2.810
C 0.19442 -1.10777 1.97505 0.25 -0.27 0.31 -1.786
C 1.16124 -0.37171 2.69986 -0.06 -0.11 -0.07 0.893
C 1.11107 1.11476 2.82601 -0.10 -0.03 -0.09 -0.931
C 2.21745 -1.01062 3.33643 0.10 -0.13 0.00 -0.410
C 2.39012 -2.37750 3.26579 0.02 0.02 0.01 -1.550
C 1.51551 -3.09596 2.47889 0.06 0.07 0.14 -0.282
C 0.44205 -2.49178 1.83740 0.07 -0.10 -0.09 0.969
C -0.38442 -3.37845 0.96374 0.02 0.15 0.11 -0.638
H -5.59360 -0.79163 -2.47381 -0.04 0.04 -0.02 0.611
H -4.64560 -1.18011 -1.03596 -0.03 0.01 -0.03 0.027
H -3.84085 -0.83248 -2.57006 -0.05 -0.16 -0.04 0.307
H -5.82569 1.22754 -3.32636 -0.01 -0.01 -0.11 0.435
H -6.06230 3.65981 -2.96140 -0.10 0.11 -0.09 0.389
H -5.28179 4.60017 -0.80578 0.01 0.11 0.07 0.463
H -5.06669 3.76095 1.58724 0.00 -0.01 0.01 0.613
H -3.45690 4.28502 1.11720 -0.05 0.02 0.02 0.393
H -3.68473 2.70895 1.88686 -0.13 0.04 -0.03 -0.151
H -5.31741 0.58210 1.37070 -0.09 0.03 0.02 0.409
H -4.64659 0.22116 2.96975 -0.14 0.01 0.15 0.431
H -5.01409 -1.08656 1.84892 -0.21 -0.20 0.06 0.492
H -3.26213 -2.14481 3.05192 -0.09 -0.08 -0.02 0.445
H -2.59370 -0.86127 4.03660 -0.02 0.00 0.31 0.365
H -1.52786 -2.10607 3.38116 0.00 -0.06 0.14 0.403
H 0.89927 1.57237 1.85710 -0.06 0.04 0.31 -1.021
H 2.06307 1.50081 3.18305 0.12 0.01 0.02 0.659
H 0.34290 1.41218 3.53799 0.09 0.09 -0.09 0.444
H 2.92571 -0.41177 3.89240 0.04 0.11 0.09 0.411
H 3.20024 -2.86709 3.78604 0.12 -0.03 0.01 0.363
H 1.66820 -4.15685 2.34159 -0.02 -0.15 -0.01 0.445
H 0.09733 -4.34754 0.85043 0.04 -0.07 -0.01 0.499
H -0.48773 -2.91977 -0.01361 -0.10 -0.11 -0.03 -0.499
H -1.37437 -3.54203 1.38141 -0.07 0.03 -0.01 0.321
S 4.41877 -4.18334 -0.20808 -0.03 0.37 -0.19 -0.165
C 3.33764 -2.79264 -0.58414 0.16 -0.35 0.15 -0.320
C 3.42873 -1.61925 0.13990 -0.06 0.11 -0.07 -0.637
C 2.56263 -0.58397 -0.18682 0.33 -0.18 0.07 -0.029
N 1.64954 -0.67701 -1.13604 0.12 0.35 -0.01 0.702
C 1.58970 -1.79766 -1.83515 -0.06 -0.25 -0.12 -0.355
C 2.41126 -2.89036 -1.60756 -0.08 0.11 0.10 -1.081
C 5.77821 -3.61777 -1.23081 -0.24 -0.20 0.21 0.255
C 5.82496 -3.93347 -2.57929 0.15 0.08 0.06 -0.196
C 6.88535 -3.44101 -3.32353 -0.20 -0.15 -0.14 -0.416
N 7.84895 -2.69148 -2.81506 0.40 0.19 -0.29 -0.605
C 7.79153 -2.39426 -1.52793 -0.03 0.07 0.28 -0.485
C 6.78170 -2.83288 -0.68634 0.03 -0.03 -0.17 -0.037
H 4.13631 -1.51157 0.94365 0.11 0.00 0.14 0.741
H 2.61946 0.36798 0.32048 0.02 0.01 0.20 -0.257
H 0.85067 -1.83653 -2.62209 -0.11 0.02 -0.13 0.581
H 2.32044 -3.78459 -2.20448 -0.01 -0.09 -0.02 0.571
H 5.05468 -4.53325 -3.03623 -0.08 -0.07 -0.03 0.373
H 6.96425 -3.65322 -4.38247 -0.06 -0.06 -0.06 0.354
H 8.59062 -1.76818 -1.15139 0.06 0.03 0.09 0.386
H 6.76334 -2.56581 0.35739 0.02 0.02 0.15 0.478
C 6.26452 1.25092 0.84131 0.75 -0.22 0.31 -0.891
O 4.95848 1.63483 0.48284 -0.98 0.68 0.01 -0.133
C 4.37576 2.63759 1.16868 1.27 -0.99 -0.16 0.297
S 5.11942 3.36299 2.47098 -0.90 0.20 -0.38 -0.223
S 2.85234 3.07137 0.63513 0.05 0.57 0.17 0.071
H 6.48971 0.37116 0.24032 -0.05 0.07 0.01 0.086
H 6.32685 1.01575 1.90834 -0.02 -0.07 -0.15 0.445
H 6.98202 2.04906 0.62777 -0.10 -0.07 -0.03 0.409
```
Positions in Å, forces in eV/Å.

electronic energy: -153884.544 eV
net charge: -1
LUMO level (alpha / beta): 1.95 / -1.00 eV
multiplicity: 4

***

Question: Which of these has the highest electronic energy?
Answer: C2H10N4O

***

Question: electronic energy of number 2 (C2H10N4O)?
Answer: -10223.400 eV